No. 1
DFT (ωB97M-V/def2-TZVPD) results for a molecular structure, C3H9N2PS.

Cartesian coordinates (Å):
C (1.51917, 0.37633, 0.33980)
C (2.32247, 1.55278, 0.67077)
C (-1.44931, -1.77618, 0.83229)
N (0.50541, 0.58085, -0.36967)
N (-1.97251, 0.54203, -1.41915)
P (-0.66533, -0.44730, -1.09293)
S (0.05576, -1.42185, -2.63592)
H (1.65629, -0.64094, 0.86918)
H (2.31831, 2.47626, 0.04044)
H (1.91906, 1.91060, 1.64598)
H (3.40062, 1.23810, 0.73474)
H (-2.49458, -1.58048, 0.60502)
H (-1.09556, -2.67410, 0.52050)
H (-1.02637, -1.17206, 1.68983)
H (-2.72048, 0.02516, -1.76931)
H (-2.27294, 1.01083, -0.66156)

Output
Maximum force   5.7 eV Å⁻¹
Relative energy (zero: lowest compared OMol25 entry of this formula, charge and spin)   48.89 kcal per mole
Total energy   -968.70464 Eh


No. 2
DFT (ωB97M-V/def2-TZVPD) results for a gas-phase ion, C3H9N2S (charge +1).

Cartesian coordinates (Å):
N (2.16380, 0.35863, 0.20875)
C (1.11705, -0.17496, -0.52903)
N (-0.05465, 0.74180, -0.30484)
C (-1.29229, 0.20096, 0.27521)
C (-1.20934, -1.25676, -0.15595)
S (0.51059, -1.91108, 0.05148)
H (2.15060, 0.38339, 1.26513)
H (2.95645, -0.04590, -0.09570)
H (1.45278, -0.32635, -1.53576)
H (-0.06561, 1.14093, -1.26977)
H (0.41399, 1.55430, 0.25119)
H (-2.24274, 0.73507, -0.08829)
H (-1.33124, 0.30164, 1.33437)
H (-1.76773, -1.93277, 0.35047)
H (-1.65341, -1.60068, -1.17515)

Output
Maximum force   4.4 eV Å⁻¹
Net charge   +1
Relative energy (zero: lowest compared OMol25 entry of this formula, charge and spin)   41.90 kcal per mole
Structure (SMILES)   N[C@@H]1[NH2+]CCS1
Total energy   -627.10329 Eh


No. 3
DFT (ωB97M-V/def2-TZVPD) results for 2 unconnected molecules or ions with the total composition C3H9N2S.

Cartesian coordinates (Å):
C (-1.96912, -1.88619, 0.10529)
C (0.57884, 1.90463, 0.83417)
C (0.37204, 0.10583, -1.19577)
N (1.63791, -0.13979, -0.76066)
N (-0.85131, -1.26722, -0.00815)
S (-0.45404, 1.51406, -0.59755)
H (-2.39789, -1.86425, 1.19603)
H (-2.36928, -2.54415, -0.63301)
H (-0.23718, 2.44666, 1.47641)
H (1.45510, 2.49788, 0.37868)
H (0.03058, -0.31842, -2.06318)
H (2.17145, -0.90846, -1.08759)
H (1.81847, 0.22104, 0.16945)
H (-0.51302, -0.77763, 0.84967)
H (0.72745, 1.01601, 1.33621)

Output
Maximum force   4.3 eV Å⁻¹
Net charge   +1
Relative energy (zero: lowest compared OMol25 entry of this formula, charge and spin)   59.09 kcal per mole
Total energy   -627.07589 Eh


No. 4
DFT (ωB97M-V/def2-TZVPD) results for a gas-phase ion, C3H9N2Si (charge +1).

Cartesian coordinates (Å):
C (-0.72979, 0.31107, 1.06269)
C (1.36479, -0.63066, -0.36353)
C (1.42410, -0.81577, 1.09976)
N (-0.62592, 0.55960, -0.17861)
N (0.16845, -0.38796, 1.73432)
Si (-1.57595, 1.04637, -1.59620)
H (-1.58655, 0.66931, 1.63985)
H (1.98932, 0.09881, -0.85117)
H (0.91518, -1.38921, -0.98137)
H (1.55277, -1.88101, 1.33713)
H (2.24745, -0.24558, 1.54784)
H (0.06186, -0.56603, 2.72325)
H (-2.71301, 0.13040, -1.56435)
H (-0.62104, 0.78425, -2.66038)
H (-1.92930, 2.44444, -1.39644)

Output
Maximum force   3.2 eV Å⁻¹
Net charge   +1
Relative energy (zero: lowest compared OMol25 entry of this formula, charge and spin)   56.31 kcal per mole
Total energy   -518.39016 Eh


No. 5
DFT (ωB97M-V/def2-TZVPD) results for 2 unconnected molecules or ions with the total composition C3H9N3.

Cartesian coordinates (Å):
H (2.80336, -1.69034, 1.28072)
N (2.94052, -0.85043, 0.72640)
C (1.88150, -0.22160, 0.44107)
N (1.90914, 0.95616, -0.21686)
H (0.85762, -0.51965, 0.73600)
H (1.06347, 1.28815, -0.66087)
H (2.79608, 1.22255, -0.61234)
H (-1.34412, 1.87164, -0.17976)
N (-0.93010, 1.23525, -0.86204)
C (-1.30822, 0.04140, -0.76282)
C (-2.26590, -0.54822, 0.21792)
H (-0.88122, -0.65691, -1.48239)
H (-2.60167, 0.19272, 0.93943)
H (-1.79172, -1.37690, 0.74504)
H (-3.12869, -0.94386, -0.30948)

Output
Maximum force   0.8 eV Å⁻¹
Relative energy (zero: lowest compared OMol25 entry of this formula, charge and spin)   20.75 kcal per mole
Structure (SMILES)   [H]/N=C/N.[H]/N=C\C
Total energy   -283.95004 Eh


No. 6
DFT (ωB97M-V/def2-TZVPD) results for 2 unconnected molecules or ions with the total composition C3H9N3.

Cartesian coordinates (Å):
H (0.04818, 1.67921, -1.48575)
N (-0.66201, 1.11023, -1.12340)
N (-0.55519, 1.24031, 0.10734)
C (-1.39156, 0.32559, 0.78936)
C (-2.19378, -0.63534, -0.14754)
H (-2.04462, 0.83410, 1.45100)
H (-0.85922, -0.29489, 1.60215)
H (-2.82272, -1.13735, 0.55454)
H (-2.74644, -0.11971, -1.03846)
H (-1.45036, -1.20962, -0.63284)
C (3.30531, -0.28062, -0.24424)
N (2.56013, -0.48244, 0.71638)
H (2.94575, -0.39280, -1.27607)
H (4.28713, 0.09524, -0.03972)
H (1.57939, -0.73190, 0.76726)

Output
Maximum force   3.3 eV Å⁻¹
Relative energy (zero: lowest compared OMol25 entry of this formula, charge and spin)   83.57 kcal per mole
Structure (SMILES)   [H]/N=N/CC.C=N
Total energy   -283.84993 Eh


No. 7
DFT (ωB97M-V/def2-TZVPD) results for C3H9N3 in the gas phase.

Cartesian coordinates (Å):
H (1.28633, -1.90060, -0.20482)
N (1.72598, -1.18097, 0.35961)
C (1.05519, -0.10090, 0.52951)
N (1.40805, 0.81743, 1.48596)
N (-0.08102, 0.21374, -0.26006)
C (-1.46154, 0.56637, -0.45059)
C (-2.20424, -0.34980, -1.44055)
H (1.29454, 1.75552, 1.13582)
H (2.14890, 0.37606, 2.01173)
H (0.15077, -0.51095, -0.93920)
H (-1.99920, 0.69230, 0.49850)
H (-1.60147, 1.56538, -0.92268)
H (-3.28221, -0.36629, -1.32240)
H (-1.97515, -0.09869, -2.46994)
H (-1.79403, -1.36942, -1.34665)

Output
Maximum force   4.0 eV Å⁻¹
Relative energy (zero: lowest compared OMol25 entry of this formula, charge and spin)   34.11 kcal per mole
Structure (SMILES)   [H]/N=C(/N)NCC
Total energy   -283.92876 Eh


No. 8
DFT (ωB97M-V/def2-TZVPD) results for C3H9N3 in the gas phase.

Cartesian coordinates (Å):
C (0.72471, 0.69854, -1.16362)
C (-1.28550, 0.32988, 0.67533)
N (1.75107, 0.82172, -0.24118)
C (-0.27539, -0.50576, -0.10757)
N (0.94877, -0.72768, 0.71091)
N (-0.63542, -1.64388, -0.68409)
H (1.54100, 1.55453, 0.44008)
H (1.49075, -1.48900, 0.31412)
H (0.89292, -0.66816, 1.73006)
H (-1.63910, -1.68424, -0.84752)
H (0.11483, 1.57650, -1.37819)
H (1.01822, 0.14880, -2.05230)
H (-2.09197, 0.63340, 0.00594)
H (-0.83911, 1.22444, 1.11517)
H (-1.71578, -0.26909, 1.48286)

Output
Maximum force   1.4 eV Å⁻¹
Relative energy (zero: lowest compared OMol25 entry of this formula, charge and spin)   112.99 kcal per mole
Total energy   -283.80304 Eh


No. 9
DFT (ωB97M-V/def2-TZVPD) results for C3H9N3 in the gas phase.

Cartesian coordinates (Å):
C (-0.28333, 2.22763, 0.23156)
N (-0.79805, 1.00848, 0.89930)
C (-0.30410, -0.14437, 0.46263)
C (-0.51104, -1.40120, 1.13173)
N (0.32678, -0.23808, -0.69493)
N (0.77931, -1.46670, -1.21699)
H (0.81504, 2.27190, 0.27800)
H (-0.55620, 3.00865, 0.94690)
H (-0.76167, 2.41946, -0.76112)
H (-0.84159, -2.16024, 0.33430)
H (-1.25493, -1.19012, 1.87024)
H (0.59802, -1.76428, 1.26753)
H (0.51771, 0.58880, -1.26280)
H (0.42798, -1.77967, -2.17683)
H (1.84607, -1.38027, -1.30953)

Output
Maximum force   4.3 eV Å⁻¹
Relative energy (zero: lowest compared OMol25 entry of this formula, charge and spin)   58.85 kcal per mole
Structure (SMILES)   C/N=C(/C)NN
Total energy   -283.88933 Eh


No. 10
DFT (ωB97M-V/def2-TZVPD) results for 2 unconnected molecules or ions with the total composition C3H9N3.

Cartesian coordinates (Å):
C (-1.36240, 0.47897, -1.38343)
C (-0.34789, -0.23897, -0.51371)
N (0.96899, -0.21569, -0.97523)
N (-0.39219, 0.37397, 1.00423)
H (-2.36133, 0.42910, -0.94884)
H (-1.39030, -0.00360, -2.36014)
H (-1.08476, 1.52611, -1.52410)
H (-0.64422, -1.26910, -0.29992)
H (1.23463, 0.71829, -1.27801)
H (1.60476, -0.50757, -0.07826)
H (-1.29005, 0.26624, 1.46135)
H (-0.14169, 1.35871, 0.95965)
C (1.76465, -0.97146, 1.65534)
N (0.74281, -0.62595, 2.21199)
H (2.69900, -1.31907, 2.06909)

Output
Maximum force   3.8 eV Å⁻¹
Relative energy (zero: lowest compared OMol25 entry of this formula, charge and spin)   91.07 kcal per mole
Structure (SMILES)   CC(N)N.C#N
Total energy   -283.83797 Eh